Entry 1:
{
  "formula": "C14H19ClFN2O4S2",
  "method": "ωB97M-V/def2-TZVPD",
  "elements": ["Cl", "S", "S", "F", "O", "O", "O", "O", "N", "N", "C", "C", "C", "C", "C", "C", "C", "C", "C", "C", "C", "C", "C", "C", "H", "H", "H", "H", "H", "H", "H", "H", "H", "H", "H", "H", "H", "H", "H", "H", "H", "H", "H"],
  "positions_angstrom": [[-5.32223, 1.40774, -2.76940], [2.63150, -1.43481, -0.78649], [2.09354, -1.10000, 2.05293], [-0.01877, -0.93930, 0.13796], [1.22861, 0.03097, 2.33856], [2.32988, -2.11466, 3.04761], [1.97598, -0.43495, -1.61746], [3.16749, -2.63889, -1.37868], [-1.41695, -0.22804, -0.23441], [-3.51963, 0.81782, -0.79629], [1.63091, -1.79421, 0.55470], [-3.24362, 0.95979, 0.68619], [4.62399, 0.13071, 2.33666], [5.84184, 0.54214, 1.79336], [5.14123, -0.18952, -0.41490], [-1.95399, 0.28194, 1.03559], [3.92821, -0.59251, 0.14081], [-3.56341, -0.67146, -1.14130], [-2.38389, 1.48806, -1.56412], [3.67499, -0.43475, 1.48813], [6.10108, 0.38414, 0.42675], [-1.09083, 0.82071, -1.22162], [-4.83077, 1.48821, -1.05061], [-2.24832, -1.29735, -0.80985], [5.32168, -0.33013, -1.47328], [4.40490, 0.23479, 3.39473], [6.59576, 0.98749, 2.44404], [-2.63220, 1.40659, -2.62784], [-5.60554, 0.98924, -0.45318], [-1.20196, 0.94685, 1.46984], [-1.71073, -1.67525, -1.68508], [-3.21510, 2.03431, 0.90207], [1.02740, -2.68035, 0.54660], [-4.74546, 2.54738, -0.77326], [-0.36088, 1.49115, -0.75297], [-0.61981, 0.31912, -2.07228], [7.05413, 0.70404, 0.00817], [-4.37981, -1.10705, -0.55239], [-3.80803, -0.74025, -2.20592], [-4.09511, 0.50726, 1.20870], [-2.09642, -0.58510, 1.68770], [-2.38660, 2.54549, -1.27451], [-2.32307, -2.07735, -0.04527]],
  "forces_ev_per_angstrom": [[0.2, 0.0, 0.7], [1.2, 0.8, -0.6], [1.0, 1.0, 0.5], [5.2, -2.4, 1.3], [0.2, -0.5, 0.3], [-0.4, 0.4, -0.2], [0.3, -0.7, 0.1], [-0.5, 0.6, 0.1], [-3.1, 1.5, -1.0], [0.2, -0.1, 0.0], [-2.3, 0.1, -0.4], [-1.2, 0.7, 0.3], [0.0, 0.0, -0.2], [-0.2, 0.0, 0.0], [0.0, 0.1, 0.4], [1.1, -0.7, -0.8], [0.0, -0.3, -0.3], [-1.5, 0.4, -0.5], [-1.2, 0.9, -0.6], [-0.2, -0.3, 0.3], [-0.4, -0.1, -0.2], [0.6, -1.2, 1.0], [-0.5, 0.1, -0.6], [1.5, 0.5, 0.6], [0.1, 0.0, 0.1], [0.1, 0.0, -0.1], [-0.2, -0.2, -0.2], [0.0, 0.1, 0.3], [0.3, 0.1, -0.2], [-0.1, -0.1, 0.0], [-0.2, -0.1, 0.2], [-0.1, -0.2, -0.1], [0.7, -0.7, 0.2], [0.0, -0.4, -0.1], [-0.1, -0.1, -0.2], [0.0, 0.2, 0.2], [-0.2, -0.1, 0.1], [0.0, 0.2, -0.2], [-0.1, 0.1, 0.3], [0.1, 0.2, -0.1], [0.1, 0.3, 0.0], [-0.2, -0.2, -0.1], [-0.1, 0.0, -0.3]],
  "e_tot_ev": -62893.445,
  "total_charge": 1,
  "homo_lumo_gap_ha": 0.2664,
  "lumo_energy_ev": -3.36
}

=====

Entry 2:
{
  "formula": "C15H22N2O4",
  "method": "ωB97M-V/def2-TZVPD",
  "elements": ["O", "O", "O", "O", "N", "N", "C", "C", "C", "C", "C", "C", "C", "C", "C", "C", "C", "C", "C", "C", "C", "H", "H", "H", "H", "H", "H", "H", "H", "H", "H", "H", "H", "H", "H", "H", "H", "H", "H", "H", "H", "H", "H"],
  "positions_angstrom": [[-1.58168, -1.06015, -3.17469], [1.06918, -2.81136, -2.97981], [-1.32700, -1.33771, 1.16844], [1.60245, 0.55187, -2.22230], [0.17323, -0.18884, -0.05757], [1.42090, -1.46309, -3.18404], [-0.64841, -0.04263, 7.25234], [-0.47222, -0.46770, 1.09009], [-0.02010, 0.31789, 2.31140], [-1.38584, -0.43917, -1.90459], [0.05184, -0.15672, 5.88712], [0.82535, -0.51580, 3.31163], [1.60157, -1.16530, -4.59926], [0.98042, -3.40936, -4.27844], [0.73426, -2.24782, -5.21978], [-1.07060, 0.48342, 3.42949], [0.61919, 1.17781, 5.37455], [0.09041, 0.25252, 4.40595], [1.09511, -0.55734, -2.24416], [-0.05983, -0.87902, -1.30882], [-1.16502, -0.99752, 6.29680], [-2.13186, -0.79020, 5.83533], [-0.99194, -2.05945, 6.44477], [-2.48892, -0.90573, -3.44564], [1.91239, -0.41975, 3.28400], [-0.09749, -1.94946, -1.09998], [0.89283, 0.51807, -0.10955], [-1.78722, -0.33432, 3.46158], [1.27307, -0.15989, -4.84539], [1.91876, -3.92500, -4.50418], [0.17269, -4.13853, -4.28815], [0.55999, -1.57109, 3.33131], [-1.60238, 1.43506, 3.50062], [0.98241, -2.45891, -6.25942], [-0.31493, -1.95414, -5.17882], [-1.40194, 0.65166, -2.01079], [-0.09242, -0.39342, 8.11681], [-2.19088, -0.72284, -1.22384], [0.46841, 1.25086, 2.03939], [-1.24416, 0.84590, 7.46761], [2.65595, -1.27559, -4.86387], [0.06121, 2.10397, 5.53618], [1.69557, 1.33401, 5.42089]],
  "forces_ev_per_angstrom": [[0.3, 0.0, 0.0], [-0.4, -0.1, 0.0], [0.0, 0.1, -0.1], [0.1, 0.2, -0.2], [0.4, 0.4, -0.5], [0.4, 0.2, -0.2], [-1.1, 0.1, 0.1], [-0.1, -0.2, 0.4], [-0.5, -1.0, -0.4], [-0.5, 0.3, -0.4], [2.0, -1.3, 0.7], [0.7, 0.3, 0.5], [0.4, -0.3, 0.1], [0.0, 0.0, -0.3], [-0.2, -0.1, -0.4], [0.1, 1.0, 0.4], [-0.2, 0.3, -1.2], [-0.8, 0.4, -0.1], [-0.8, 0.3, 0.0], [0.3, -0.9, 0.8], [-0.5, 0.2, 0.4], [0.1, 0.2, -0.1], [0.2, 0.0, -0.2], [-0.1, 0.0, 0.0], [-0.1, 0.0, 0.0], [-0.1, 0.0, -0.1], [-0.1, 0.1, 0.1], [0.1, -0.2, -0.2], [0.0, 0.1, 0.3], [0.0, 0.1, 0.0], [0.0, 0.1, 0.2], [-0.2, 0.0, -0.2], [0.0, 0.0, -0.1], [0.2, -0.1, 0.1], [0.1, 0.0, 0.1], [0.2, 0.0, 0.0], [0.3, 0.1, -0.2], [0.2, 0.0, 0.2], [0.0, 0.1, 0.1], [-0.1, 0.0, -0.2], [-0.1, 0.0, -0.2], [-0.2, -0.1, 0.2], [0.0, -0.3, 0.4]],
  "de_lowest_kj_mol": 908.9,
  "e_tot_ev": -27074.659,
  "total_charge": 0,
  "smiles": "O=C([C@H](CO)NC(=O)[C@H]1C[C@@]2(C1)C[C@]21CC1)N1CCCO1",
  "homo_lumo_gap_ha": 0.2514,
  "lumo_energy_ev": 0.61
}

=====

Entry 3:
{
  "formula": "C2H2N3O",
  "method": "ωB97M-V/def2-TZVPD",
  "elements": ["O", "N", "N", "N", "C", "C", "H", "H"],
  "positions_angstrom": [[-0.40799, 3.14184, 0.72422], [-1.70569, 1.19557, 1.94022], [-1.35000, 0.16059, 1.52027], [0.10849, 0.89549, 0.10791], [-0.33538, 2.03828, 0.48721], [-0.67082, -0.28541, 0.53623], [-0.72333, -1.27850, 0.05733], [0.94265, 0.62939, -0.37392]],
  "forces_ev_per_angstrom": [[-0.3, 0.2, 0.2], [-0.1, -2.8, 0.9], [-2.0, 2.8, 0.6], [-1.8, -2.8, 0.5], [1.9, 1.0, -1.4], [1.0, -0.4, -0.4], [0.3, 1.0, 0.4], [0.9, 1.1, -0.7]],
  "de_lowest_kj_mol": 304.1,
  "e_tot_ev": -8611.702,
  "total_charge": 1,
  "homo_lumo_gap_ha": [0.2584, 0.2577],
  "lumo_energy_ev": [-7.59, -7.61]
}

=====

Entry 4:
{
  "formula": "C4H9NOS",
  "method": "ωB97M-V/def2-TZVPD",
  "elements": ["S", "O", "N", "C", "C", "C", "C", "H", "H", "H", "H", "H", "H", "H", "H", "H"],
  "positions_angstrom": [[1.10872, 1.66080, -1.68685], [0.76933, -1.32374, -0.60625], [0.10254, -0.16777, -0.23015], [2.49586, 1.16782, -2.29367], [-1.35365, 0.99029, 1.10620], [-0.83107, -0.30333, 0.60911], [-1.25918, -1.56849, 1.14081], [-1.43333, 0.95549, 2.26074], [-0.69085, 1.81510, 0.83345], [-2.39315, -1.42169, 1.15595], [1.46492, -0.96026, -1.29879], [-0.77789, -1.69798, 2.25231], [3.28107, 1.46464, -1.60609], [2.82801, 0.55395, -3.09902], [-0.84491, -2.41790, 0.56285], [-2.46643, 1.25306, 0.89941]],
  "forces_ev_per_angstrom": [[-1.0, 0.1, -1.0], [1.6, 0.9, -1.8], [0.9, 0.1, -0.5], [0.9, 0.7, 2.0], [-2.4, 1.0, 2.3], [1.1, 1.1, -0.6], [-0.4, -1.3, 2.7], [0.6, 0.0, -1.6], [-0.3, -0.1, -0.1], [1.4, -1.2, 0.4], [-2.0, -0.9, 1.9], [-1.6, 0.4, -2.4], [0.8, -0.2, -0.4], [-0.6, -0.4, -0.9], [-0.8, 0.5, 0.2], [1.8, -0.6, -0.4]],
  "de_lowest_kj_mol": 435.0,
  "e_tot_ev": -18663.018,
  "total_charge": 0,
  "smiles": "CC(C)=NO.C=S",
  "homo_lumo_gap_ha": 0.3235,
  "lumo_energy_ev": 0.34
}